1.
ORCA calculation (ωB97M-V/def2-TZVPD) on a molecular structure, C2H3Br2OP.

XYZ file:
```
9
C2H3Br2OP ωB97M-V/def2-TZVPD
C -0.58 0.31 0.16
C 0.77 0.40 -0.47
H -0.44 0.47 1.22
Br 2.06 1.65 0.19
H 0.75 0.62 -1.60
Br 1.59 -1.48 -0.31
P -1.32 -1.40 -0.09
H -0.99 1.28 -0.30
O -1.84 -1.85 1.19
```

## Properties
- orbital gap (eV) = 8.80
- lowest unoccupied orbital energy (eV) = -0.7
- charge = 0
- ΔE to the lowest compared entry with this formula, charge and spin (kcal per mole) = 42.3

Atomic partial charges in e from the Löwdin method, atoms 1 to 5: -0.539 -1.176 0.061 0.643 0.072

2.
ORCA calculation (ωB97M-V/def2-TZVPD) on a gas-phase ion, C3N3O (charge +1).

XYZ file:
```
7
C3N3O ωB97M-V/def2-TZVPD
C 0.12 1.80 0.37
C -0.63 -1.77 -0.04
C 0.90 -0.23 -1.27
N 0.60 0.60 0.14
O -1.10 -2.65 0.42
N 0.04 -0.79 -0.38
N -0.15 2.79 0.92
```

## Properties
- orbital gap (eV) = 8.16
- lowest unoccupied orbital energy (eV) = -8.5
- charge = +1
- ΔE to the lowest compared entry with this formula, charge and spin (kcal per mole) = 143.5

Atomic partial charges in e from the Löwdin method, atoms 1 to 5: -0.240 -0.069 0.418 0.137 0.447

3.
ORCA calculation (ωB97M-V/def2-TZVPD) on 2 unconnected molecules or ions with the total composition C5H6OS2.

XYZ file:
```
14
C5H6OS2 ωB97M-V/def2-TZVPD
C 0.47 0.69 0.32
O 1.01 -1.80 -0.51
C -1.24 -0.36 -0.22
S 2.05 1.11 -2.00
C 0.15 -0.92 0.21
H -2.10 -0.90 -0.11
S -0.88 0.18 -1.98
H 0.09 -1.48 1.11
C -0.93 0.92 0.63
H -1.00 2.06 0.27
H 1.37 1.04 0.96
H -1.27 0.75 1.73
C 0.70 0.80 -1.13
H 1.58 -2.11 0.71
```

## Properties
- orbital gap (eV) = 7.88
- lowest unoccupied orbital energy (eV) = -0.6
- charge = 0
- ΔE to the lowest compared entry with this formula, charge and spin (kcal per mole) = 119.2

Atomic partial charges in e from the Löwdin method, atoms 1 to 5: -0.376 -0.122 -0.422 0.660 -0.423

4.
ORCA calculation (ωB97M-V/def2-TZVPD) on a molecular structure, C9H15NO2.

XYZ file:
```
27
C9H15NO2 ωB97M-V/def2-TZVPD
C 0.98 -0.85 -1.39
C -0.10 -1.06 0.85
C 0.03 -0.23 -0.33
H -2.34 0.34 -0.34
H -2.90 0.25 -2.71
H 2.52 -2.66 -0.64
O 0.01 -2.34 0.84
H -1.80 -1.23 -0.91
H 0.47 -0.62 3.15
H -1.32 -0.21 -3.03
C -0.45 -0.35 2.30
H -1.29 -1.16 2.63
H 3.12 -0.62 -0.08
C -1.85 0.47 -2.37
H -0.34 1.88 2.95
C -1.59 -0.22 -0.89
H 3.07 -1.44 -1.87
H 0.52 -1.65 -1.99
H 0.42 2.73 1.38
N -0.13 1.79 1.05
H -1.73 1.50 -2.30
H 1.33 0.17 -2.08
C 2.38 -1.35 -0.88
O 1.19 1.85 -0.89
C -0.83 1.13 2.27
H -1.89 1.34 2.13
C 0.35 1.25 -0.11
```

## Properties
- orbital gap (eV) = 10.02
- lowest unoccupied orbital energy (eV) = 0.5
- charge = 0
- ΔE to the lowest compared entry with this formula, charge and spin (kcal per mole) = 119.1

Atomic partial charges in e from the Löwdin method, atoms 1 to 5: -0.223 -0.308 -0.312 0.095 0.080

5.
ORCA calculation (ωB97M-V/def2-TZVPD) on a molecular structure, C4H5HgO.

XYZ file:
```
11
C4H5HgO ωB97M-V/def2-TZVPD
C 1.60 -1.38 0.63
C -1.10 0.94 -0.99
H -3.29 0.24 -0.78
H -0.55 1.50 -1.74
H -0.53 -0.24 0.79
O 2.65 -1.12 0.14
H 1.38 -1.30 1.73
C -1.21 0.65 0.49
H -1.25 1.46 1.23
Hg 4.54 -1.26 -0.94
C -2.25 0.50 -0.57
```

## Properties
- orbital gap (alpha / beta) (eV) = 7.41 / 3.76
- lowest unoccupied orbital energy (alpha / beta) (eV) = -4.8 / -8.4
- charge = +1
- spin multiplicity = 3
- ΔE to the lowest compared entry with this formula, charge and spin (kcal per mole) = 72.7

Atomic partial charges in e from the Löwdin method, atoms 1 to 5: 0.061 -0.068 0.103 0.095 0.044

6.
ORCA calculation (ωB97M-V/def2-TZVPD) on a molecular structure, C17H15Cl3GeIrN3O2S2.

XYZ file:
```
44
C17H15Cl3GeIrN3O2S2 ωB97M-V/def2-TZVPD
C 3.00 0.15 2.12
H 2.41 -1.59 -4.89
H -1.56 0.02 3.02
H 6.33 0.59 1.74
Cl -1.27 4.48 -2.75
C -5.52 -0.07 2.75
H -6.15 -0.37 3.57
H 2.25 -0.06 2.87
Ge -1.10 3.09 -1.09
C 5.29 0.53 1.48
H -7.18 0.36 1.45
C 1.92 -2.32 -4.25
C -4.15 -0.08 2.88
O -3.22 0.95 -0.49
C -5.33 0.66 0.46
C 2.60 0.36 0.80
C -3.91 0.63 0.54
O 0.86 0.14 -0.80
C 2.37 -2.23 -2.80
H 4.65 0.01 3.46
C -3.30 0.26 1.80
H -5.76 0.98 -0.48
N 1.19 -2.46 -1.99
C 4.34 0.21 2.45
S 0.12 -1.96 -4.26
Ir -1.35 0.26 -1.22
N 0.29 0.28 1.40
C 0.02 -2.18 -2.55
H 3.12 -2.99 -2.57
Cl -2.34 3.99 0.46
H 3.22 0.86 -1.18
C 1.18 0.28 0.42
C -6.10 0.32 1.53
C -1.91 0.20 2.00
H -3.70 -0.35 3.82
N -0.98 0.33 1.09
Cl 0.96 3.38 -0.33
H 1.29 -2.52 -0.99
H 5.61 1.07 -0.57
C 4.88 0.78 0.17
C 3.55 0.67 -0.17
H 2.78 -1.24 -2.56
S -1.45 -2.13 -1.69
H 2.05 -3.32 -4.67
```

## Properties
- orbital gap (alpha / beta) (eV) = 6.02 / 5.40
- lowest unoccupied orbital energy (alpha / beta) (eV) = -5.3 / -6.1
- charge = +1
- spin multiplicity = 2
- ΔE to the lowest compared entry with this formula, charge and spin (kcal per mole) = 65.8

Atomic partial charges in e from the Löwdin method, atoms 1 to 5: -0.013 0.088 0.151 0.113 0.096